[1]
Molecular formula: C42H52N8S5SbSiTl
Method: DFT, ωB97M-V/def2-TZVPD

Computed properties:
Highest occupied orbital energy   -1.21 eV
Strongest force on any atom   2.47 eV Å⁻¹
Total charge   -2
Energy above the lowest of the compared OMol25 structures with the same formula, charge and spin   9.0 kcal per mole
E_LUMO   0.136 hartree
Kohn-Sham gap   4.9 eV

Last column: Löwdin charge in e.
Cartesian coordinates (Å):
Tl  0.797  -1.210  0.741  0.6806
Sb  0.793  -3.448  5.624  0.1459
S  3.633  0.332  4.599  0.9939
S  0.239  -4.968  1.529  -0.1707
S  -0.161  -3.069  2.139  -0.2418
S  2.666  -4.734  5.825  -0.4339
S  1.151  -1.466  6.715  -0.4400
Si  3.172  1.497  -0.923  0.4113
N  1.022  -2.676  -1.600  0.0781
N  -2.055  -0.987  -0.420  0.1121
N  1.926  0.672  2.735  -0.0356
N  3.253  -2.026  0.816  0.0668
N  2.740  -0.030  -0.210  -0.1024
N  -4.102  -3.575  0.189  0.0800
N  -1.516  1.311  -0.130  0.0127
N  -2.376  -4.002  -1.429  0.1499
C  2.109  -4.306  -2.936  -0.0385
C  -4.477  -3.200  -2.150  -0.0159
C  -1.562  1.921  -1.374  -0.2445
C  3.674  -1.000  0.036  -0.4735
C  -3.151  -3.590  -2.417  -0.3031
C  5.393  -2.990  0.947  -0.0604
C  -1.383  -3.739  -4.234  -0.0509
C  -3.580  3.634  2.964  -0.1322
C  -0.045  -2.737  -2.404  -0.0882
C  -0.143  -3.597  -3.479  -0.2198
C  -3.603  1.821  1.223  -0.0912
C  3.658  1.772  3.690  -0.4294
C  -2.140  3.688  -2.923  -0.2865
C  -1.178  -0.128  -0.128  -0.4060
C  -2.047  1.757  1.228  -0.3255
C  -4.133  2.238  2.584  -0.3112
C  -0.460  0.917  -4.859  -0.0579
C  -2.821  5.012  -3.163  -0.0668
C  2.324  -0.186  3.655  -0.5113
C  5.833  -2.007  0.049  -0.0916
C  -2.049  3.572  3.030  -0.2892
C  5.000  -1.038  -0.427  -0.0649
C  -1.001  1.747  -3.763  -0.2679
C  -1.536  3.161  1.670  -0.0846
C  -1.642  0.724  2.314  -0.0990
C  -1.526  3.031  -3.948  -0.0544
C  -0.988  1.217  -2.456  0.0134
C  -2.873  -3.965  -0.153  -0.1656
C  2.709  1.798  2.749  -0.2650
C  -2.648  -3.706  -3.809  -0.0289
C  4.072  -2.990  1.277  -0.3761
C  -4.889  -3.230  -0.794  -0.1698
C  -1.703  2.505  4.095  -0.1188
C  3.383  1.219  -2.797  -0.1748
C  4.809  2.364  -0.443  -0.1904
C  2.047  -3.487  -1.838  -0.1201
C  -2.156  3.129  -1.631  -0.0005
C  3.445  -4.009  2.068  -0.0911
C  0.981  -4.346  -3.763  -0.0211
C  -3.770  1.162  3.606  -0.1173
C  1.820  2.740  -0.529  -0.1608
C  -2.234  1.142  3.698  -0.2715
H  -5.207  -2.912  -2.880  0.0855
H  4.388  2.545  3.952  0.0630
H  2.981  -4.869  -3.142  0.0900
H  1.230  2.523  0.358  -0.0045
H  -4.017  3.955  3.930  0.1117
H  1.089  2.745  -1.329  0.0119
H  3.545  2.129  -3.404  0.0267
H  -3.928  4.456  2.285  0.1205
H  0.961  -5.008  -4.636  0.1125
H  0.607  0.706  -4.673  0.0731
H  6.070  -3.759  1.295  0.0985
H  -2.947  -0.584  -0.702  0.0647
H  -0.951  -0.028  -4.954  0.0640
H  -0.907  -2.136  -2.136  0.0830
H  2.522  0.707  -3.262  0.0102
H  -2.067  -0.242  2.147  0.0990
H  2.233  3.753  -0.467  0.0285
H  4.250  0.595  -2.907  -0.0021
H  -3.392  -3.846  -4.570  0.0926
H  -4.184  1.465  4.602  0.1225
H  -2.852  5.589  -2.254  0.0591
H  6.865  -2.064  -0.284  0.0954
H  2.767  -3.576  2.829  0.0322
H  2.516  2.590  2.098  0.0697
H  -2.325  5.611  -3.948  0.0764
H  -4.025  0.822  1.021  0.1223
H  -1.725  3.932  0.939  0.0947
H  -3.874  4.914  -3.466  0.0764
H  5.369  2.006  0.431  0.0219
H  -1.217  -3.890  -5.279  0.0958
H  -0.411  3.075  1.681  0.1273
H  -0.609  2.421  4.221  0.1224
H  5.522  2.448  -1.268  0.0127
H  -5.264  2.318  2.520  0.1452
H  -5.903  -2.936  -0.582  0.0894
H  -1.869  0.376  4.374  0.1437
H  -1.640  4.553  3.300  0.1359
H  1.922  -1.185  3.843  0.0028
H  2.747  -4.585  1.466  -0.0064
H  -4.149  0.139  3.334  0.1353
H  -3.992  2.522  0.466  0.1138
H  5.387  -0.288  -1.102  0.0769
H  -0.528  1.409  -5.859  0.0833
H  4.177  -4.695  2.543  0.0931
H  -2.193  -4.309  0.634  0.0123
H  2.854  -3.473  -1.147  0.0941
H  4.610  3.435  -0.205  0.0194
H  -1.551  3.442  -4.957  0.1062
H  -0.545  0.730  2.401  0.0847
H  -2.059  2.806  5.103  0.1225
H  -0.424  0.298  -2.244  0.1040
H  -2.563  3.721  -0.781  0.1019

***

[2]
Molecular formula: C8H8Cl2N
Method: DFT, ωB97M-V/def2-TZVPD

Computed properties:
Highest occupied orbital energy (alpha / beta)   -12.19 / -11.89 eV
Strongest force on any atom   3.49 eV Å⁻¹
Total charge   +1
Energy above the lowest of the compared OMol25 structures with the same formula, charge and spin   116.2 kcal per mole
E_LUMO (alpha / beta)   -0.201 / -0.202 hartree
Kohn-Sham gap (alpha / beta)   6.7 / 6.4 eV

Last column: Löwdin charge in e.
Cartesian coordinates (Å):
Cl  -2.080  -2.278  0.023  0.7440
Cl  -0.399  1.491  1.940  0.7412
N  0.147  -1.109  -0.684  -0.1558
C  -1.274  -0.995  -0.715  -0.4490
C  -1.425  1.206  0.679  -0.5310
C  2.149  -0.328  -1.638  0.0002
C  0.816  -0.525  -1.675  -0.0355
C  2.130  -1.433  0.513  0.0065
C  -2.919  1.361  0.780  -0.1607
C  2.851  -0.786  -0.517  0.0405
C  0.789  -1.522  0.435  -0.0612
H  -3.352  0.752  0.030  0.0432
H  2.614  0.013  -2.555  0.1346
H  3.912  -0.453  -0.368  0.1501
H  -3.263  1.161  1.729  0.0420
H  0.255  -0.366  -2.576  0.1482
H  0.221  -2.092  1.054  0.0778
H  -3.318  2.451  0.608  0.1488
H  2.572  -1.668  1.435  0.1160

***

[3]
Molecular formula: C60H49IN4P3RhSi
Method: DFT, ωB97M-V/def2-TZVPD

Computed properties:
Highest occupied orbital energy (alpha / beta)   -12.72 / -12.72 eV
Strongest force on any atom   2.57 eV Å⁻¹
Total charge   +2
E_LUMO (alpha / beta)   -0.224 / -0.224 hartree
Kohn-Sham gap (alpha / beta)   6.6 / 6.6 eV

Last column: Löwdin charge in e.
Cartesian coordinates (Å):
I  3.831  1.206  -5.102  0.8902
Rh  0.199  0.168  -0.044  0.3736
P  1.730  -0.942  1.494  1.0439
P  -0.632  -1.588  -1.559  1.0835
P  -1.348  2.114  -0.319  1.0666
Si  -1.567  -0.550  1.478  0.6972
N  1.061  1.954  1.898  0.0315
N  2.656  1.852  -1.086  0.0037
N  1.589  1.150  -1.477  -0.0991
N  0.700  3.281  3.610  0.1102
C  -2.427  2.910  -4.192  -0.0603
C  4.595  -3.633  -0.881  -0.0658
C  4.532  -2.269  -1.118  -0.0652
C  3.722  -4.219  0.020  -0.0704
C  -4.428  2.416  -2.974  -0.0761
C  0.550  -3.509  4.446  -0.0413
C  1.767  0.860  -2.758  -0.2015
C  -0.787  -1.105  -4.388  -0.0915
C  -1.404  -2.304  3.753  -0.0887
C  -4.528  3.028  2.067  -0.0361
C  -0.612  3.768  -0.112  -0.3229
C  3.526  2.030  -2.095  -0.1186
C  2.424  0.121  3.931  -0.1142
C  5.141  0.293  3.423  -0.0574
C  -3.445  -0.331  -4.177  -0.0645
C  2.985  1.392  -3.197  -0.7292
C  -0.675  -1.651  2.767  -0.2741
C  2.118  -4.346  -2.892  -0.0628
C  0.370  4.213  -1.001  -0.1020
C  -2.648  2.020  0.949  -0.4032
C  1.838  -5.437  -2.086  -0.0677
C  -3.699  -2.401  1.041  -0.0855
C  -2.094  -2.337  -0.747  -0.4116
C  2.929  -0.305  2.698  -0.3463
C  0.694  -1.912  2.647  -0.3797
C  3.274  0.606  4.902  -0.0595
C  2.787  -3.454  0.696  -0.0854
C  0.199  2.316  2.820  -0.2083
C  1.302  -2.831  3.503  -0.0908
C  -1.415  -1.128  -3.143  -0.3242
C  0.395  -3.075  -1.794  -0.3222
C  0.689  6.206  0.298  -0.0542
C  -2.700  0.931  1.836  -0.2988
C  -4.524  1.993  2.996  -0.0420
C  -3.810  2.854  -4.135  -0.0655
C  4.638  0.686  4.654  -0.0541
C  -0.803  -3.234  4.581  -0.0462
C  1.417  -3.162  -2.737  -0.0777
C  -0.257  5.754  1.204  -0.0630
C  3.618  -1.497  -0.428  -0.1357
C  -2.818  -0.324  -5.413  -0.0493
C  4.294  -0.186  2.441  -0.0687
C  -2.555  -1.846  0.473  -0.2713
C  -3.873  -3.954  -0.779  -0.0412
C  -2.288  2.256  -1.878  -0.3326
C  2.755  -2.078  0.503  -0.3551
C  -3.584  3.052  1.060  -0.1099
C  0.888  -5.326  -1.083  -0.0684
C  -1.488  -0.697  -5.509  -0.0542
C  -0.897  4.547  1.009  -0.1073
C  -4.347  -3.456  0.427  -0.0471
C  0.998  5.428  -0.808  -0.0601
C  -2.739  -0.693  -3.049  -0.0995
C  -3.611  0.961  2.888  -0.0839
C  1.960  3.550  3.177  -0.0542
C  -2.764  -3.386  -1.377  -0.0849
C  -3.677  2.104  -1.857  -0.1068
C  2.173  2.716  2.120  -0.1499
C  -1.668  2.599  -3.080  -0.0847
C  0.182  -4.150  -0.926  -0.0989
H  -4.175  1.764  -0.961  0.1035
H  2.102  -3.926  1.383  0.0977
H  -4.402  3.131  -4.993  0.1174
H  1.021  -4.239  5.086  0.1172
H  -1.937  3.200  -5.108  0.1165
H  -5.262  3.817  2.130  0.1197
H  1.185  7.150  0.458  0.1138
H  -5.220  -3.889  0.890  0.1148
H  0.651  3.610  -1.850  0.0764
H  3.588  -0.430  -0.600  0.0774
H  4.450  2.565  -1.991  0.1284
H  -3.619  0.158  3.608  0.1014
H  -2.406  -3.760  -2.327  0.1268
H  5.305  1.044  5.422  0.1132
H  5.319  -4.238  -1.403  0.1164
H  -0.592  2.633  -3.149  0.0838
H  1.734  5.766  -1.522  0.1134
H  2.705  2.195  -0.135  0.1047
H  2.588  4.290  3.625  0.1283
H  -3.367  -0.036  -6.295  0.1183
H  -5.256  1.980  3.786  0.1163
H  -1.631  4.212  1.724  0.0903
H  0.235  -1.434  -4.506  0.0851
H  3.091  2.592  1.580  0.1013
H  2.876  0.911  5.859  0.1137
H  -0.775  1.894  2.960  0.1081
H  -3.581  3.857  0.336  0.1264
H  -4.379  -4.780  -1.254  0.1163
H  -4.086  -2.004  1.968  0.0971
H  -4.483  -0.049  -4.090  0.1141
H  3.772  -5.280  0.211  0.1190
H  4.705  -0.508  1.495  0.0948
H  6.203  0.346  3.231  0.1138
H  -0.994  -0.679  -6.470  0.1155
H  -3.227  -0.657  -2.084  0.1048
H  -1.388  -3.743  5.331  0.1160
H  2.372  -6.365  -2.224  0.1194
H  0.698  -6.155  -0.417  0.1202
H  1.675  -2.314  -3.352  0.0913
H  -0.498  6.347  2.071  0.1127
H  1.363  0.049  4.125  0.1050
H  -0.548  -4.072  -0.133  0.1101
H  2.890  -4.418  -3.643  0.1191
H  1.033  0.307  -3.312  0.0758
H  0.234  3.720  4.388  0.1732
H  2.368  -3.006  3.437  0.1187
H  -2.454  -2.089  3.870  0.0931
H  5.200  -1.801  -1.825  0.1130
H  -5.502  2.318  -2.930  0.1180

***

[4]
Molecular formula: C3H8N3O2
Method: DFT, ωB97M-V/def2-TZVPD

Computed properties:
Highest occupied orbital energy   -1.79 eV
Strongest force on any atom   1.23 eV Å⁻¹
Total charge   -1
Energy above the lowest of the compared OMol25 structures with the same formula, charge and spin   94.6 kcal per mole
E_LUMO   0.137 hartree
Kohn-Sham gap   5.5 eV

Last column: Löwdin charge in e.
Cartesian coordinates (Å):
O  -3.171  0.238  0.971  0.1356
O  -2.262  -0.514  -1.023  0.1124
N  0.708  -0.778  -0.279  -0.2272
N  0.186  -0.031  0.865  -0.2156
N  0.645  1.281  0.831  -0.2712
C  0.252  2.092  -0.320  -0.2046
C  -2.564  -0.121  0.038  -0.4739
C  0.971  -2.135  0.133  -0.2298
H  0.486  3.143  -0.108  0.0456
H  -0.825  1.989  -0.457  0.0404
H  1.678  1.313  0.889  0.0576
H  1.332  -2.720  -0.723  0.0483
H  1.745  -2.117  0.903  0.0453
H  0.091  -2.650  0.559  0.0474
H  0.746  1.810  -1.267  0.0440
H  -0.018  -0.800  -1.011  0.0455